The following is a quantum chemistry calculation of a structure of composition C14H24N3NdO6S2 at a distorted geometry, from the Open Molecules 2025 dataset.

```
! RIJCOSX wB97M-V def2-TZVPD def2/J DEFGRID3
* xyz 0 4
Nd -0.1239 0.4152 0.6206
C 1.6017 -0.6726 -2.9554
C 0.2477 -1.0070 -2.3958
C 0.1104 -1.9229 -1.3428
C -1.1503 -2.3256 -0.8951
C -1.3008 -3.4239 0.1244
C -2.2797 -1.7658 -1.4913
C -2.1716 -0.8592 -2.5381
C -3.4110 -0.3007 -3.1805
C -0.9054 -0.4968 -2.9830
H 2.0856 -1.5720 -3.3410
H 2.2634 -0.2612 -2.1987
H 1.5196 0.0479 -3.7677
H 0.9964 -2.3899 -0.9286
H -0.3842 -3.5639 0.6925
H -1.5456 -4.3623 -0.3778
H -2.1055 -3.2002 0.8249
H -3.2653 -2.0774 -1.1601
H -3.9041 -1.0678 -3.7815
H -3.1777 0.5428 -3.8284
H -4.1198 0.0326 -2.4218
H -0.8117 0.1921 -3.8151
N -0.3726 4.8049 1.1188
C -0.7688 3.5374 0.8937
O -0.7461 2.7004 1.8046
C -1.2651 3.2343 -0.4994
C -1.8315 1.8013 -0.6548
H 0.0616 5.0279 1.9982
H -0.2491 5.4444 0.3549
H -0.4068 3.3656 -1.1673
H -1.9961 4.0130 -0.7505
H -1.9739 1.6658 -1.7307
H -2.8520 1.8211 -0.2418
C 3.0684 -2.3740 3.1866
O 1.7205 -2.4732 2.7133
C 0.9524 -1.4060 2.7348
O -0.1588 -1.4506 2.2000
N 1.3475 -0.3350 3.4698
N 0.5574 0.8264 3.2272
H 3.5227 -3.3317 2.9561
H 3.0894 -2.1997 4.2626
H 3.6063 -1.5836 2.6607
H 2.3372 -0.0975 3.4450
H 1.2181 1.5830 3.0446
H 0.0344 1.0446 4.0652
O 1.9006 -0.4589 0.6019
S 2.5994 0.8528 0.3070
O 3.5826 0.7093 -0.7282
O 1.4636 1.7520 -0.0979
S 3.3905 1.5645 1.9662
*
```

Summary:
<S²>: 3.75
Kohn-Sham gap (spin up / spin down), eV: 7.8416 / 7.8756
HOMO level (spin up / spin down), eV: -7.52 / -7.55
Relative energy (zero: lowest compared OMol25 entry of this formula, charge and spin), eV: 0.283
Energy, eV: -68612.846

=====

The following is a quantum chemistry calculation of a structure of composition C14H25AsClN3O4SV at a distorted geometry, from the Open Molecules 2025 dataset.

```
! RIJCOSX wB97M-V def2-TZVPD def2/J DEFGRID3
* xyz 1 3
V -0.7865 1.1111 -0.0090
N -1.3831 2.7404 -1.3002
C -1.3965 3.9417 -0.4653
C -1.8259 3.5345 0.9487
O -2.4333 4.2645 1.7010
N -1.3900 2.2857 1.2359
C -1.5134 1.8321 2.5897
C -1.0897 0.3729 2.5375
O -0.6533 -0.2241 3.5090
O -1.1962 -0.1525 1.3717
H -0.8151 2.9027 -2.1309
H -2.3426 2.5482 -1.5997
H -2.0614 4.7313 -0.8400
H -0.3761 4.3422 -0.4058
H -2.5471 1.9117 2.9553
H -0.8733 2.4056 3.2753
C 2.0440 -0.8559 -2.2849
C 2.0362 0.6657 -2.2881
O 0.7147 1.1646 -2.0949
H 3.0577 -1.2197 -2.4093
H 1.4411 -1.2577 -3.0981
H 1.6345 -1.2119 -1.3366
H 2.4293 1.0613 -3.2341
H 2.6318 1.0574 -1.4583
H 0.1826 0.7766 -2.8048
C 3.3791 -1.4629 1.3309
As 1.6928 -0.8083 2.0845
C 2.2730 -0.2159 3.8407
C 0.7304 -2.5114 2.1925
S 1.3575 0.9639 0.8825
H 3.8430 -2.1501 2.0402
H 4.0563 -0.6303 1.1442
H 3.2096 -1.9912 0.3935
H 2.8190 -1.0204 4.3343
H 1.4146 0.0659 4.4463
H 2.9303 0.6479 3.7073
H 1.2989 -3.0930 2.9219
H 0.7463 -3.0214 1.2287
H -0.2868 -2.3794 2.5501
Cl -1.6780 -4.4934 -0.9661
C -1.8824 -2.9521 -1.6947
C -2.5326 -2.8190 -2.9161
C -2.6596 -1.5420 -3.4391
C -2.1206 -0.4682 -2.7461
N -1.5029 -0.5943 -1.5680
C -1.3909 -1.8145 -1.0576
H -2.9211 -3.6807 -3.4384
H -3.1712 -1.3938 -4.3772
H -2.1907 0.5296 -3.1633
H -0.9045 -1.8948 -0.0928
*
```

Summary:
<S²>: 2.02
Kohn-Sham gap (spin up / spin down), eV: 8.5205 / 8.9430
HOMO level (spin up / spin down), eV: -11.64 / -12.05
Energy, eV: -137464.761

=====

The following is a quantum chemistry calculation of a cluster of 4 separate species, C14H25Br2N3 in total at a distorted geometry, from the Open Molecules 2025 dataset.

```
! RIJCOSX wB97M-V def2-TZVPD def2/J DEFGRID3
* xyz 0 1
C -2.4357 3.2614 -1.0196
C -3.8968 3.1221 -0.6206
C -4.0608 1.9849 0.4158
C -5.3883 1.3790 0.3871
N -6.4572 0.9640 0.3851
H -1.8448 3.2891 -0.0910
H -2.1723 4.2096 -1.4846
H -2.0598 2.3983 -1.5636
H -4.4797 2.8804 -1.5131
H -4.4031 3.9865 -0.1926
H -4.0321 2.3912 1.4381
H -3.2113 1.3018 0.4128
C 4.5549 -0.2816 -2.9694
C 5.3844 -1.4965 -3.3053
C 6.7781 -1.4831 -2.6862
C 6.6773 -1.3373 -1.2270
N 6.6115 -1.2874 -0.0832
H 3.5249 -0.2620 -3.3240
H 5.0241 0.6202 -3.3749
H 4.4907 -0.1788 -1.8841
H 5.3640 -1.7447 -4.3716
H 4.8790 -2.4026 -2.9366
H 7.4683 -0.7775 -3.1473
H 7.2731 -2.4523 -2.8113
C -4.1092 -1.8881 2.3403
C -3.4375 -1.6267 3.7091
C -1.9544 -1.9195 3.7398
C -1.5723 -3.2076 3.1729
N -1.2742 -4.2284 2.7418
H -3.9405 -2.9161 2.0076
H -3.7691 -1.1753 1.5946
H -5.1917 -1.8637 2.4718
H -4.0411 -2.0666 4.5039
H -3.6369 -0.5608 3.8730
H -1.5646 -1.8099 4.7528
H -1.4154 -1.1760 3.1429
Br 2.7614 2.4103 -1.4381
C 1.2450 1.4567 -0.5200
C 1.7704 0.1145 -0.1305
Br 0.3718 -0.7600 0.9547
H 0.4840 1.4110 -1.2911
H 0.9621 2.0797 0.3166
H 2.6348 0.2212 0.5249
H 2.0889 -0.5795 -0.9001
*
```

Summary:
Kohn-Sham gap, eV: 11.0011
HOMO level, eV: -10.65
Relative energy (zero: lowest compared OMol25 entry of this formula, charge and spin), eV: 0.558
SMILES: BrCCBr.CCCC#N.CCCC#N.CCCC#N
Energy, eV: -159477.591

=====

The following is a quantum chemistry calculation of a structure of composition C14H25CaClN5O3P at a distorted geometry, from the Open Molecules 2025 dataset.

```
! RIJCOSX wB97M-V def2-TZVPD def2/J DEFGRID3
* xyz 2 1
C 1.3817 -2.9379 2.1158
C 0.7943 -2.0153 1.0536
C 1.6611 -1.9346 -0.2174
C 2.7468 -0.8474 -0.1582
C 2.6677 0.2783 -1.1986
Cl 2.3283 -0.3586 -2.8241
C 4.0271 0.7924 -1.2598
N 5.1110 1.2369 -1.2546
C 1.7367 1.5165 -0.8791
C 2.2492 2.6165 -1.7026
N 2.5982 3.5419 -2.3297
C 0.2912 1.3737 -1.3431
C -0.5866 0.4444 -0.5195
C -2.0797 0.7498 -0.7847
C -2.6763 -0.2413 -1.7588
N -2.9335 -1.5629 -1.1050
C -3.8821 -1.6130 -0.1772
N -5.0941 -1.2008 -0.3296
N -3.5204 -2.2273 1.1106
C 1.8801 1.9505 0.5820
P 0.8401 3.3402 1.0809
O 0.4703 4.2859 0.0382
O -0.4707 2.7702 1.8222
O 1.6916 3.9809 2.2397
H 0.8760 -3.8879 2.1035
H 2.4459 -3.0623 2.0190
H 1.1838 -2.5232 3.0914
H 0.7005 -1.0185 1.4634
H -0.2045 -2.3277 0.7440
H 1.0556 -1.8807 -1.1075
H 2.1633 -2.8870 -0.2715
H 2.8153 -0.4789 0.8535
H 3.6829 -1.3409 -0.3485
H 0.2199 1.0958 -2.3827
H -0.1420 2.3596 -1.2726
H -0.4181 0.5524 0.5370
H -0.4523 -0.5852 -0.8140
H -2.6002 0.6737 0.1671
H -2.2309 1.7325 -1.2023
H -3.5919 0.1464 -2.1733
H -2.0040 -0.4344 -2.5749
H -2.0718 -1.9982 -0.8025
H -5.6032 -1.3455 0.5464
H -2.5055 -2.2707 1.1666
H -3.7915 -1.5557 1.8234
H 2.9022 2.2208 0.7884
H 1.5911 1.1198 1.2076
H -1.2052 3.0817 1.2874
H 1.1205 4.3818 2.9003
Ca -5.1683 -3.7068 0.0498
*
```

Summary:
Kohn-Sham gap, eV: 5.0530
HOMO level, eV: -14.74
Energy, eV: -68751.363